The following is a quantum chemistry calculation of 2 unconnected molecules or ions with the total composition C2H7NS in a non-equilibrium geometry, from the OMol25 dataset.

Values from the calculation:
Total energy in eV: -14511.111
LUMO energy in eV: 0.680

Each line ends with the natural charge from an NBO analysis.
Cartesian coordinates (Å):
H -1.75986 -1.64025 -1.17515  0.132
H 0.70439 0.57527 -1.18370  0.413
H 0.56532 1.14402 1.73832  0.209
H 1.14376 -1.21415 1.94888  0.214
H 0.25664 2.05924 -0.43443  0.409
N 0.22787 1.00937 -0.41437  -0.822
C 0.88568 -0.80413 0.95574  -0.488
C 0.50583 0.48752 0.86025  -0.006
H 0.47953 -1.48595 0.18202  0.207
H -0.94433 0.25904 -0.83007  0.239
S -2.06482 -0.38997 -1.64749  -0.508